1.
Formula: C4H9O2S
Source: the OMol25 dataset
Level of theory: ωB97M-V/def2-TZVPD

Each line ends with the Mulliken charge.
Element x y z (Å)
C -0.284948 -0.548235 -0.008427  0.102
C -0.998284 0.797922 -0.164245  -1.383
C -0.856359 -1.600451 -0.900151  -1.188
C 1.882618 0.557309 1.300011  -0.991
O 2.177666 -1.508324 -0.282088  -0.736
O 2.052060 0.878944 -1.369940  -0.796
S 1.427349 -0.257952 -0.246151  1.027
H -0.895746 1.344551 -1.068393  0.320
H -1.988996 0.460539 -0.068288  0.412
H -0.843225 1.511896 0.609142  0.368
H -0.985270 -1.337439 -2.059391  0.157
H -1.813758 -1.843159 -0.618689  0.435
H -0.220020 -2.466150 -0.672526  0.359
H 1.002688 0.487765 2.101608  0.224
H 2.752853 0.154959 1.719088  0.427
H 2.080295 1.649096 1.114946  0.263

Force components x, y, z for each atom (eV/Å):
1.27 1.83 -0.68
0.35 -1.16 0.68
2.41 0.47 -2.15
-2.99 2.37 1.23
0.03 -0.36 -0.16
-2.52 -3.74 3.66
1.75 3.12 -2.54
0.28 0.27 -1.36
-1.84 0.12 0.03
0.40 0.53 1.00
0.69 -0.60 1.86
-2.42 -0.51 1.01
-0.25 -0.20 -0.97
1.85 -0.06 -1.90
1.28 -0.99 0.31
-0.28 -1.09 -0.02

Results
M	121.181	g/mol
relative energy (zero: lowest compared OMol25 entry of this formula, charge and spin)	422.7	kJ/mol
SMILES	CC(C)=[S@@](C)(=O)[O-]
E_LUMO	4.024	eV
orbital gap	0.25207	Eh
total charge	-1
strongest force on any atom	0.1129	Eh/bohr

=====

2.
Formula: C39H85AsF6N2O38P7
Source: the OMol25 dataset
Level of theory: ωB97M-V/def2-TZVPD

Each line ends with the Mulliken charge.
Element x y z (Å)
As -0.377577 -0.111631 -0.112537  2.226
F 0.882025 1.032869 0.251522  -0.364
F -0.150015 0.177744 -1.798664  -0.498
F -1.718231 -1.207579 -0.356353  -0.482
F -0.572987 -0.370479 1.620242  -0.591
F -1.557049 1.205696 -0.008327  -0.120
F 0.822477 -1.371012 -0.103784  -0.318
C 0.333279 4.272431 -0.677043  1.365
C -0.133813 4.233785 -1.935415  0.752
C 0.361148 5.129794 -3.004109  0.075
O -0.005930 5.174855 -4.155887  -0.605
C 1.504069 5.989751 -2.610885  -0.480
C 1.960864 6.041396 -1.360088  -0.183
C 1.325779 5.271122 -0.262307  1.051
O 1.506244 5.491691 0.918484  -0.765
O 2.945142 6.887614 -0.998521  -0.627
O -1.072403 3.366377 -2.349841  -0.730
H 0.067675 3.497364 0.032026  -0.845
H 1.976357 6.638327 -3.335607  0.419
H 3.137508 6.811212 -0.053181  0.363
H -1.082975 2.593260 -1.770702  -0.197
C -1.121662 -6.692592 -0.738398  -1.109
C -2.386497 -6.647704 -1.149511  0.293
C -3.150812 -5.345929 -1.102048  0.507
O -4.290782 -5.248400 -1.494367  -0.706
C -2.435304 -4.215877 -0.488766  -0.417
C -1.305287 -4.366755 0.211539  0.704
C -0.511981 -5.666340 0.096484  0.344
O 0.539419 -5.845084 0.663973  -0.594
O -0.735701 -3.428563 0.987506  0.638
O -3.051164 -7.672621 -1.687264  -0.568
H -0.587297 -7.623380 -0.891482  0.470
H -2.910355 -3.243379 -0.504250  0.622
H -1.206901 -2.597389 0.791329  -0.469
H -3.995376 -7.471953 -1.757147  0.329
C 3.799259 0.736521 0.328735  -0.018
O 4.413108 0.298269 -0.617643  -0.582
N 4.005837 1.977520 0.858800  0.362
C 3.125474 2.419359 1.928414  -1.095
C 4.994685 2.977003 0.462326  -0.762
H 2.907216 0.189026 0.656559  0.191
H 2.363950 3.154830 1.640638  0.172
H 3.700703 3.080627 2.593542  0.430
H 2.732230 1.665059 2.604327  0.340
H 5.834321 2.536290 -0.064591  0.376
H 4.455980 3.707621 -0.147376  -0.076
H 5.259266 3.523518 1.368696  0.356
C -4.568555 -3.303292 -4.499462  0.044
O -4.007153 -4.089036 -5.248678  -0.623
N -3.904073 -2.405929 -3.764600  0.383
C -4.567684 -1.382119 -2.950505  -0.758
C -2.469057 -2.252429 -3.917446  -1.206
H -5.663877 -3.263125 -4.402794  0.286
H -4.247385 -1.427513 -1.906692  -0.030
H -5.644200 -1.536038 -2.931457  0.394
H -4.217817 -0.439038 -3.370837  0.389
H -2.217121 -1.840101 -4.894983  0.504
H -2.129162 -1.519708 -3.184126  0.198
H -1.858107 -3.121818 -3.677847  0.376
C 3.118453 -3.251377 1.253928  1.082
O 4.499798 -3.578667 1.117354  -0.399
P 5.162726 -3.605363 -0.368556  1.007
O 5.471147 -2.347593 -0.984921  -0.471
O 6.476356 -4.512366 -0.076362  -0.418
C 7.479024 -3.989937 0.820756  -0.748
O 4.247374 -4.601235 -1.183891  0.012
C 4.009559 -5.947766 -0.786950  -0.623
H 2.901969 -3.670200 2.236644  -0.183
H 2.476849 -3.778545 0.539307  -0.450
H 2.826539 -2.214202 1.086008  -0.235
H 8.443774 -4.112632 0.333040  0.263
H 7.307962 -4.385528 1.815465  0.235
H 7.357217 -2.901022 0.780441  0.291
H 4.118444 -6.635653 -1.629374  0.231
H 2.997787 -6.021311 -0.392075  0.135
H 4.810156 -6.271866 -0.119241  0.299
C 0.565291 -2.874227 4.197134  -0.792
O 1.417678 -3.513611 5.144154  -0.332
P 2.381178 -2.665605 6.122744  1.028
O 3.144401 -1.613121 5.451894  -0.646
O 1.499097 -2.256083 7.394567  -0.355
C 0.869579 -0.977244 7.499116  -0.588
O 3.205948 -3.910827 6.707464  -0.410
C 4.030685 -4.626386 5.797315  -0.301
H -0.296981 -2.352100 4.622817  0.514
H 0.253769 -3.677733 3.536659  0.251
H 0.993261 -2.072436 3.588240  0.321
H 1.476596 -0.356397 8.154575  0.255
H -0.138427 -1.071172 7.899436  0.250
H 0.771611 -0.549604 6.499935  0.277
H 3.570291 -4.614718 4.806176  -0.015
H 3.966470 -5.709956 5.963692  0.267
H 5.068290 -4.338941 5.943535  0.263
C 5.002721 -3.726915 -5.277725  -0.777
O 4.167410 -2.607171 -5.344946  -0.373
P 3.566669 -1.964467 -4.014146  0.806
O 4.461360 -1.237875 -3.122799  -0.319
O 2.404919 -1.013300 -4.559190  -0.226
C 1.240622 -1.496692 -5.233253  -0.669
O 2.802845 -3.168314 -3.311200  -0.463
C 2.000025 -2.784853 -2.212363  0.005
H 5.413880 -4.041221 -6.237215  0.304
H 4.515553 -4.626639 -4.882772  0.258
H 5.855437 -3.575359 -4.606822  0.295
H 1.062618 -0.803452 -6.050131  0.324
H 0.440179 -1.806724 -4.566001  0.068
H 1.525949 -2.428003 -5.743899  0.347
H 2.440748 -2.005351 -1.588779  0.387
H 1.835307 -3.596610 -1.503091  0.090
H 0.985482 -2.436323 -2.427663  -0.239
C -2.866335 -1.017150 3.051694  -0.333
O -4.203147 -1.089521 3.526530  -0.375
P -5.295155 -1.953860 2.765601  0.326
O -4.927962 -3.344782 2.462719  -0.758
O -6.550959 -1.876724 3.727961  -0.341
C -6.906356 -2.922121 4.623407  -0.772
O -5.678631 -1.035889 1.559168  0.723
C -6.492568 -1.494596 0.456798  -0.428
H -2.308688 -0.504258 3.838213  0.309
H -2.772472 -0.383408 2.173197  0.224
H -2.343689 -1.963769 2.912055  0.099
H -6.016747 -3.247866 5.172670  0.331
H -7.129939 -3.831859 4.063583  0.296
H -7.672933 -2.610083 5.320812  0.227
H -5.919571 -1.612471 -0.453688  -0.161
H -7.317237 -0.780969 0.446232  0.212
H -6.977709 -2.411096 0.806711  0.413
C -6.421987 1.502114 2.852166  -0.878
O -5.540370 2.177592 1.969750  0.303
P -6.154118 2.851731 0.655179  0.062
O -7.241437 3.816954 0.901243  -0.803
O -4.877673 3.536066 -0.006042  -0.253
C -3.647249 2.835594 -0.235805  -0.317
O -6.517709 1.584970 -0.274368  0.354
C -7.293146 1.770172 -1.443853  -0.951
H -5.909106 0.832945 3.536286  0.188
H -7.158225 0.835244 2.392948  0.201
H -7.036536 2.224900 3.392499  0.346
H -3.728805 2.093151 -1.029523  0.473
H -3.365238 2.348522 0.695466  -0.047
H -2.819083 3.496933 -0.481974  0.222
H -8.072761 1.013116 -1.440723  0.274
H -6.669280 1.780308 -2.345423  0.284
H -7.700852 2.784605 -1.530199  0.350
C -5.358124 6.798113 1.715760  -0.601
O -4.680551 5.809844 2.499730  -0.296
P -3.100314 5.626501 2.472903  0.909
O -2.365881 6.408011 3.480336  -0.833
O -3.014945 4.013792 2.472676  0.192
C -1.743491 3.448710 2.752661  -0.785
O -2.726068 5.955954 0.923337  -0.198
C -1.491960 6.519511 0.571645  -0.632
H -5.818001 7.502558 2.407203  0.257
H -6.040742 6.229097 1.086423  0.187
H -4.726342 7.399247 1.059106  0.277
H -0.995416 4.106186 3.196929  0.518
H -1.324641 3.021581 1.835642  0.011
H -1.828962 2.583649 3.413861  0.219
H -0.847188 5.753155 0.136305  0.096
H -0.885700 6.998929 1.350004  0.444
H -1.535791 7.368956 -0.117895  0.372
C 5.964781 5.633845 -1.984367  -0.654
O 6.313659 4.243522 -2.147211  -0.280
P 5.396803 3.277613 -3.046485  0.010
O 5.742432 1.855587 -2.992965  -0.433
O 3.920161 3.549433 -2.556949  0.787
C 2.837735 2.686171 -2.844434  -0.073
O 5.466156 3.839916 -4.554310  -0.276
C 6.693666 4.134807 -5.187932  -0.823
H 5.032576 5.854759 -2.500334  0.293
H 6.809131 6.218312 -2.346227  0.331
H 5.859282 5.807948 -0.913783  0.183
H 2.211535 2.521387 -1.969096  -0.443
H 3.150997 1.673717 -3.123838  0.302
H 2.287764 3.048993 -3.716307  0.272
H 6.696057 5.118774 -5.667719  0.267
H 6.758788 3.453429 -6.039464  0.279
H 7.570947 4.084066 -4.545144  0.345

Force components x, y, z for each atom (eV/Å):
0.98 0.89 1.37
-0.41 0.19 -0.20
-0.44 -0.20 0.05
0.22 -0.11 -0.34
0.01 -0.01 -0.45
0.55 -0.41 -0.39
-0.75 0.15 -0.25
0.71 -0.41 -0.70
-0.85 -1.00 0.29
1.70 1.40 -0.50
-0.75 -0.60 0.29
0.04 0.10 0.41
0.35 0.61 0.50
-1.11 -0.97 -0.06
0.92 0.41 -0.13
0.17 0.05 -0.25
0.35 0.06 -0.32
-0.19 0.19 0.16
-0.24 -0.13 -0.29
-0.30 -0.22 0.10
-0.15 -0.17 0.23
0.10 -1.20 -0.16
-1.03 0.74 -0.32
0.90 0.85 0.91
-0.27 -0.52 -0.35
-0.41 0.20 -0.13
0.84 -0.31 0.25
-0.51 0.36 -0.09
0.15 0.26 0.09
-0.45 -0.50 -0.63
0.45 -0.53 0.06
0.19 0.09 0.25
-0.30 -0.14 0.06
0.23 -0.01 0.27
0.04 0.50 -0.14
0.28 0.27 -1.80
0.30 0.06 0.33
-0.86 -0.19 1.63
0.59 1.50 0.74
-1.16 -0.32 0.03
0.13 0.27 0.88
-0.42 -0.61 -0.50
0.33 -0.35 0.10
-0.17 -0.42 -0.56
-0.04 0.00 -0.04
0.38 0.07 -0.37
0.54 -0.21 -0.01
0.48 -0.55 -0.63
-0.36 0.09 0.12
-0.05 0.36 0.93
0.70 -0.58 -0.22
0.41 0.65 0.49
-0.04 0.02 0.17
0.26 -0.07 -0.06
-0.06 0.26 -0.44
-0.67 0.39 0.24
0.04 -0.31 -0.16
-0.16 0.17 0.03
-0.42 -0.42 -0.38
-0.68 -0.79 0.04
0.53 0.23 -1.31
0.70 -1.51 1.71
-0.01 0.71 -0.27
-0.58 -0.27 0.11
-0.85 1.35 -1.37
0.16 0.10 -0.59
0.52 -0.37 0.02
-0.51 0.64 0.06
0.32 -0.35 0.03
0.67 0.23 0.53
0.13 -0.76 0.48
0.45 -0.11 0.05
0.01 0.00 0.64
-0.24 0.46 -0.36
0.14 -0.13 0.31
-0.44 0.07 0.49
-0.46 0.34 -0.75
0.20 1.02 0.51
-0.17 -1.34 -0.17
-0.30 0.20 0.27
0.37 -0.70 -0.33
0.15 0.17 -0.54
-0.61 0.84 0.55
-0.49 -1.23 -0.34
-0.13 -0.58 0.56
-0.27 0.17 -0.09
0.84 -0.35 0.10
-0.08 0.18 -0.14
0.12 -0.37 0.16
0.16 0.34 0.16
0.78 0.81 -0.28
-0.06 0.22 0.85
-0.06 0.31 -0.63
1.12 -1.52 0.85
-0.73 0.09 -0.20
0.21 1.26 0.83
-0.18 -0.17 -1.09
-0.12 0.07 0.12
1.55 -1.39 -0.92
-0.50 -0.46 -0.54
-0.62 0.26 1.75
-0.31 0.66 -0.30
-0.44 0.30 0.01
-0.07 0.36 -0.06
-0.76 0.27 0.42
-0.22 0.81 0.11
-0.13 0.02 -0.03
0.44 0.12 -0.44
0.35 -0.50 -0.46
0.17 0.04 -0.82
1.04 0.85 0.36
-0.78 -0.50 -0.09
0.47 -1.03 0.44
0.09 0.25 -0.17
-0.52 0.92 -0.03
1.49 -1.15 -0.12
0.51 0.35 -0.59
-1.07 -0.23 1.91
-0.08 0.03 -0.01
-0.32 -0.21 -0.16
-0.59 -0.30 -0.16
-0.07 0.37 0.33
-0.66 0.22 -0.08
-0.18 0.21 -0.27
-0.03 0.11 0.05
0.29 0.20 -0.79
0.32 -0.34 -0.64
-1.38 -0.23 0.66
-0.23 -0.36 -0.98
0.72 0.56 0.57
0.41 -0.65 -0.51
-0.47 0.07 -0.17
0.18 -0.68 0.73
0.39 0.45 0.74
0.03 1.05 -0.77
0.59 0.48 0.00
0.25 0.18 -0.68
0.33 0.15 0.19
-0.29 0.02 -0.01
-0.10 -0.16 -0.19
-0.54 0.56 -0.05
0.01 0.07 -0.30
0.15 -0.87 0.18
-0.47 -0.22 0.67
-0.09 0.06 -0.18
1.17 -0.23 -0.20
-0.77 -0.12 -0.94
0.05 -0.69 -0.50
0.04 1.44 0.92
0.97 -1.20 -0.21
-0.48 0.32 1.10
1.91 0.82 -0.26
-0.40 -0.24 -0.07
-0.37 0.33 0.18
0.40 -0.34 0.13
-0.34 0.41 -0.05
-0.06 0.26 -0.10
-0.45 0.19 0.15
-0.66 0.35 0.12
-0.58 -0.57 0.75
-0.90 -0.37 -0.43
0.25 -0.53 0.15
-0.68 -0.19 -0.58
0.44 -1.93 -0.24
0.54 0.91 0.12
0.40 1.24 0.08
-0.39 -1.52 -0.83
-0.60 1.02 0.98
0.21 -0.12 -1.12
0.09 0.25 0.02
-0.17 0.14 -0.16
-0.15 0.06 -0.05
0.04 0.53 0.08
0.50 0.15 0.14
-0.19 0.33 0.30
-0.41 0.20 0.46
0.43 -0.25 0.28
-0.11 -0.30 0.13

Results
M	1595.813	g/mol
E_LUMO	0.281	eV
orbital gap	0.24290	Eh
total charge	-1
strongest force on any atom	0.0465	Eh/bohr

=====

3.
Formula: C5H8N
Source: the OMol25 dataset
Level of theory: ωB97M-V/def2-TZVPD

Each line ends with the Mulliken charge.
Element x y z (Å)
C -1.464919 -0.308388 -0.419764  -0.011
C -0.355374 0.126629 -0.134951  0.670
C 2.380766 -0.376732 -0.820127  -0.337
C -2.841531 -0.459027 -0.871033  -1.021
C 1.258310 0.631728 1.615967  -0.741
N 0.852677 0.220346 0.331087  -0.146
H 3.398757 -0.018667 -0.703627  0.362
H 1.945738 -0.971236 -1.637172  0.324
H -3.204731 0.622451 -0.985435  0.295
H -2.699746 -0.759382 -1.990191  0.293
H -3.537819 -1.111049 -0.295751  0.334
H 0.456178 1.225038 2.218497  0.323
H 2.078713 1.300534 1.404008  0.322
H 1.732982 -0.122244 2.288491  0.333

Force components x, y, z for each atom (eV/Å):
-1.28 0.42 0.06
1.72 -0.88 0.96
-3.24 0.07 0.92
0.49 0.94 -2.55
-0.06 1.80 2.53
2.07 -1.75 -3.45
-0.45 0.49 0.67
-0.02 0.53 0.67
0.06 -1.42 0.52
-0.77 -0.01 1.93
0.77 0.57 -0.42
1.21 -1.25 -1.33
0.28 0.61 0.33
-0.78 -0.09 -0.85

Results
M	82.126	g/mol
relative energy (zero: lowest compared OMol25 entry of this formula, charge and spin)	746.8	kJ/mol
E_LUMO (spin up / spin down)	-5.102 / -6.647	eV
orbital gap (spin up / spin down)	0.33720 / 0.29436	Eh
total charge	+1
strongest force on any atom	0.0853	Eh/bohr

=====

4.
Formula: C8H8N3
Source: the OMol25 dataset
Level of theory: ωB97M-V/def2-TZVPD

Each line ends with the Mulliken charge.
Element x y z (Å)
C 2.621278 -0.573599 0.180038  -0.927
C 1.353237 -0.501962 -0.236794  0.626
C 0.585507 0.040511 1.012480  0.568
C -2.362759 0.979924 -0.453290  -0.655
C -1.718468 0.292513 -1.432152  -0.038
C -0.668145 0.335350 1.263873  0.002
C 0.624959 -0.952407 -1.421881  -0.397
C -1.959508 0.879508 1.049354  -0.372
N 1.467928 0.090523 1.985969  -0.552
N 2.628839 -0.223715 1.539297  0.271
N -0.786024 -0.575175 -1.168805  -0.375
H 3.476209 -1.083180 -0.247151  0.428
H -3.373651 1.208021 -0.742379  0.374
H -1.882810 0.481731 -2.462526  0.454
H 0.830707 -0.508974 -2.395057  0.370
H 0.653456 -2.014033 -1.616377  0.329
H -2.037244 1.917293 1.367545  0.341
H -2.877744 0.412547 1.689917  0.369
H 3.424233 -0.204876 2.087938  0.183

Force components x, y, z for each atom (eV/Å):
0.40 -1.09 0.58
-0.66 1.17 1.87
2.51 -1.95 -3.03
-1.39 -0.71 0.20
1.70 -0.12 0.77
-2.99 0.05 -1.43
-2.78 1.02 -1.04
-1.90 -0.60 -0.34
1.96 0.79 2.76
-2.27 -0.19 -2.72
1.13 -0.93 1.84
0.02 0.47 -0.06
-0.37 0.78 0.46
-0.70 0.30 -1.09
0.75 0.47 0.08
0.16 -0.50 0.44
0.54 0.31 0.56
2.21 0.55 -1.47
1.68 0.16 1.62

Results
M	146.173	g/mol
relative energy (zero: lowest compared OMol25 entry of this formula, charge and spin)	743.9	kJ/mol
E_LUMO (spin up / spin down)	-6.358 / -5.917	eV
orbital gap (spin up / spin down)	0.18774 / 0.23900	Eh
total charge	+1
strongest force on any atom	0.0854	Eh/bohr